Record 1
DFT (wB97M-V/def2-TZVPD) results for C47H64AsN8OPPdS as an isolated structure.

Element x y z (Å)
Pd1 -0.57390 0.42732 -1.01686
C1 2.37065 3.95740 2.27141
N1 2.94970 3.49903 1.02124
C2 4.31580 3.01388 1.19594
C3 4.48688 2.04648 0.03856
N2 3.13711 1.55941 -0.11552
C4 2.84504 0.62646 -1.16862
C5 2.24909 2.57300 0.21469
N3 1.04626 2.58496 -0.19694
C6 0.16101 3.67389 0.13699
C7 -0.91202 3.88475 -0.92523
N4 -1.85070 2.78725 -0.96427
C8 -2.99032 2.90105 -1.53085
N5 -3.99131 1.96286 -1.36539
C9 -3.77730 0.64224 -0.83446
C10 -5.11436 2.21199 -2.23242
C11 -4.93427 3.68334 -2.56085
N6 -3.50127 3.85509 -2.42658
C12 -3.02149 5.20082 -2.63575
H1 3.02438 4.72324 2.69051
H2 2.29024 3.13942 3.00024
H3 1.39209 4.39776 2.13217
H4 4.40884 2.48387 2.15799
H5 5.03071 3.83938 1.18332
H6 5.17793 1.22791 0.26657
H7 4.83795 2.55526 -0.87325
H8 3.37706 -0.30603 -0.96986
H9 3.14032 1.00388 -2.15637
H10 1.77604 0.42421 -1.18869
H11 0.70729 4.62605 0.21416
H12 -0.33683 3.50308 1.10165
H13 -0.39636 4.02406 -1.87783
H14 -1.41112 4.82846 -0.67635
H15 -2.71148 0.40109 -0.87856
H16 -4.31307 -0.08041 -1.46144
H17 -4.12602 0.53874 0.19704
H18 -6.06072 2.01248 -1.72366
H19 -5.07115 1.58440 -3.13727
H20 -5.48290 4.32565 -1.85491
H21 -5.25475 3.93304 -3.57498
H22 -3.52813 5.59299 -3.52047
H23 -1.95663 5.22057 -2.83587
H24 -3.24540 5.87216 -1.79635
O1 -0.64063 -2.71984 -3.10109
S1 -1.85895 -2.04029 -2.51237
C13 -2.47502 -0.92584 -3.82896
C14 -3.77017 -1.50079 -4.39154
C15 -3.67110 -3.01653 -4.22948
C16 -3.21644 -3.20943 -2.79453
H25 -1.66106 -0.94722 -4.55451
H26 -2.54563 0.08721 -3.43005
H27 -3.91284 -1.19182 -5.42815
H28 -4.62519 -1.12561 -3.81877
H29 -2.91338 -3.41535 -4.90646
H30 -4.60987 -3.52951 -4.43547
H31 -2.81543 -4.18647 -2.53840
H32 -4.00367 -2.95259 -2.08495
C17 2.81081 -1.54784 -4.98343
C18 1.92510 -0.44365 -4.52399
C19 1.83479 0.88244 -4.90144
C20 0.80511 1.41859 -4.10903
N7 0.30597 0.48914 -3.30516
N8 1.00828 -0.63019 -3.56497
C21 0.26848 2.80568 -4.10678
H33 3.25236 -1.29778 -5.94587
H34 2.25303 -2.47650 -5.09357
H35 3.62169 -1.72450 -4.27639
H36 2.41919 1.38580 -5.64813
H37 0.65765 -1.51089 -3.17351
H38 0.18871 3.19263 -5.12305
H39 0.91669 3.47808 -3.54512
H40 -0.71894 2.81588 -3.64991
C22 0.92730 -1.17433 1.92068
C23 1.40194 0.10019 2.57340
As1 2.90513 -0.06008 3.82400
C24 2.13760 -1.34683 5.07593
C25 0.78436 -1.32047 5.39719
C26 0.27084 -2.18226 6.35603
C27 1.10231 -3.07833 7.00649
C28 2.45354 -3.10885 6.69437
C29 2.96689 -2.24775 5.73778
C30 4.05040 -1.27291 2.81387
C31 5.21073 -0.73215 2.27006
C32 6.06289 -1.50859 1.49520
C33 5.76303 -2.84100 1.26792
C34 4.61481 -3.39399 1.81895
C35 3.76387 -2.61630 2.58591
P1 -0.54209 -0.89978 0.82400
C36 -1.04752 -2.65117 0.58461
C37 -2.34438 -3.11688 0.78660
C38 -2.68042 -4.43623 0.51700
C39 -1.72477 -5.31512 0.03092
C40 -0.43787 -4.85565 -0.20778
C41 -0.10839 -3.53803 0.05850
C42 -1.70168 -0.33282 2.14590
C43 -2.13075 0.98877 2.08783
C44 -2.91530 1.52723 3.09848
C45 -3.29582 0.74497 4.17740
C46 -2.87744 -0.57876 4.24518
C47 -2.07729 -1.10493 3.24481
H41 0.66021 -1.93494 2.66421
H42 1.72264 -1.59319 1.29596
H43 0.60099 0.58667 3.14123
H44 1.73341 0.81883 1.82184
H45 0.10930 -0.63626 4.89951
H46 -0.78440 -2.14982 6.59024
H47 0.70137 -3.75226 7.75037
H48 3.11122 -3.80530 7.19667
H49 4.02409 -2.28861 5.50053
H50 5.45821 0.30750 2.45982
H51 6.96192 -1.07298 1.08063
H52 6.42396 -3.45118 0.66885
H53 4.38096 -4.43616 1.65017
H54 2.87483 -3.06148 3.01544
H55 -3.10671 -2.44626 1.16213
H56 -3.69180 -4.77732 0.69383
H57 -1.98255 -6.34535 -0.17432
H58 0.30804 -5.52162 -0.61701
H59 0.89002 -3.19082 -0.17288
H60 -1.85805 1.59061 1.22127
H61 -3.23430 2.55926 3.03375
H62 -3.91566 1.15979 4.96113
H63 -3.17184 -1.20136 5.07929
H64 -1.74025 -2.13106 3.32833

Results
Energy relative to the best compared isomer or geometry (same formula, charge and spin) (kJ/mol): 53.9
Kohn-Sham gap (hartree): 0.237
Lowest unoccupied orbital energy (Ha): 0.0236
Largest force on an atom (eV Å⁻¹): 0.93
HOMO level (eV): -5.799

***

Record 2
DFT (wB97M-V/def2-TZVPD) results for C47H68HfN7O9 as an isolated structure at a distorted geometry.

Element x y z (Å)
Hf1 -0.84496 -1.60951 2.66703
C1 2.54158 -3.99132 0.21159
C2 3.37647 -3.17167 1.20299
C3 4.61824 -2.89451 0.22463
C4 5.59386 -1.88137 0.84932
C5 4.84271 -0.57935 1.25097
C6 3.62314 -0.72731 2.15276
N1 2.74639 -1.82996 1.66761
O1 1.55444 -1.97423 2.41554
C7 2.86894 0.69561 1.96126
C8 4.18653 -0.85664 3.61021
C9 3.88723 -4.02037 2.47591
H1 2.24462 -3.45921 -0.69216
H2 1.60222 -4.31906 0.65689
H3 3.15468 -4.82132 -0.13956
H4 4.39602 -2.50726 -0.76973
H5 5.36131 -3.68889 0.15456
H6 6.30668 -1.57432 0.08400
H7 6.18687 -2.16916 1.71743
H8 4.65241 -0.02042 0.33475
H9 5.62874 -0.01618 1.75405
H10 2.37743 0.82262 0.99670
H11 3.58286 1.50458 2.11614
H12 2.03206 0.72699 2.65892
H13 4.96291 -1.61474 3.71321
H14 3.44162 -0.94322 4.40123
H15 4.69856 0.05839 3.90795
H16 3.67175 -5.08491 2.38423
H17 3.52388 -3.60509 3.41592
H18 4.97361 -4.10843 2.48766
C10 -5.32647 -3.01103 0.66949
C11 -4.99112 -1.49252 1.08480
C12 -6.18401 -0.55440 0.80619
C13 -7.30312 -0.72493 1.74538
C14 -6.80624 -0.50887 3.16829
C15 -5.65210 -1.35674 3.57901
N2 -4.60089 -1.37145 2.49953
O2 -3.28485 -1.78289 2.87440
C16 -6.20007 -2.75789 3.89207
C17 -5.12284 -0.70746 4.84366
C18 -3.85876 -0.95199 0.19346
H19 -4.55887 -3.38346 -0.00888
H20 -6.25226 -3.24680 0.14468
H21 -5.38183 -3.72230 1.49359
H22 -6.64359 -0.90348 -0.11850
H23 -5.94366 0.50431 0.90338
H24 -7.84547 -1.66718 1.66724
H25 -8.08920 0.01445 1.59208
H26 -7.70301 -0.78313 3.72390
H27 -6.71348 0.55057 3.40721
H28 -6.56836 -2.91345 4.90610
H29 -5.32646 -3.40926 3.86725
H30 -6.97153 -3.08137 3.19329
H31 -5.85699 -0.66195 5.64805
H32 -4.90493 0.34914 4.68807
H33 -4.33173 -1.25522 5.35573
H34 -4.35603 -0.98980 -0.77576
H35 -2.98933 -1.60933 0.18383
H36 -3.63820 0.07144 0.49685
C19 -0.53334 1.31973 -0.87473
C20 -0.85487 1.60862 0.63912
C21 -2.22508 2.33549 0.74300
O3 -0.81459 0.36797 1.29286
H37 -1.24320 0.62466 -1.32316
H38 0.44416 0.84609 -0.96559
H39 -0.52448 2.27446 -1.40056
H40 -0.11072 2.18987 1.18363
H41 -2.83929 2.26663 -0.15483
H42 -2.06858 3.41366 0.70896
H43 -2.77795 2.24489 1.67800
N3 -4.38470 -0.65090 -3.88054
C22 -3.80371 -0.98312 -5.11751
C23 -2.49809 -0.48431 -5.11422
C24 -2.29016 0.22834 -3.93686
C25 -3.51458 0.21124 -3.25824
H44 -5.23216 -0.95313 -3.42167
H45 -4.35535 -1.49016 -5.89533
H46 -1.72810 -0.57459 -5.86612
H47 -1.48558 0.91183 -3.70909
H48 -3.85237 0.69525 -2.35379
N4 -0.66724 1.42782 4.35224
C26 0.47117 0.76176 4.74141
C27 0.20007 -0.40470 5.25690
C28 -1.20508 -0.48799 5.24489
C29 -1.73417 0.62643 4.57130
H49 -0.55701 2.30439 3.86277
H50 1.40961 1.28952 4.82623
H51 0.85373 -1.11573 5.74020
H52 -1.76556 -1.25213 5.76292
H53 -2.71941 0.96002 4.28075
C30 2.18568 2.48681 -3.37665
C31 1.38002 1.47499 -3.92852
C32 1.54183 1.14558 -5.28830
C33 2.49553 1.79766 -6.08876
C34 3.34765 2.73931 -5.47496
C35 3.15697 3.10834 -4.12302
N5 2.62706 1.47623 -7.53169
O4 3.38525 2.21414 -8.17230
O5 1.99909 0.56766 -8.04506
H54 2.06188 2.81129 -2.35401
H55 0.67126 0.91477 -3.33673
H56 1.01448 0.31077 -5.72579
H57 4.24453 3.17878 -5.88591
H58 3.80543 3.85201 -3.68388
C36 3.80111 3.55824 -0.22485
C37 2.57240 4.20516 0.03630
C38 2.30320 5.48342 -0.43311
C39 3.20657 6.11940 -1.25529
C40 4.47170 5.49728 -1.49272
C41 4.72492 4.23593 -0.96174
N6 2.93248 7.48562 -1.71642
O6 1.82560 7.96598 -1.47445
O7 3.82235 8.03191 -2.30140
H59 4.01234 2.63887 0.30102
H60 1.83007 3.70198 0.63809
H61 1.37131 5.95798 -0.16338
H62 5.29678 5.96297 -2.01114
H63 5.70748 3.81789 -1.12368
C42 3.09199 -1.46280 -3.87511
C43 3.15060 -1.03230 -2.52976
C44 2.07978 -1.30973 -1.69062
C45 0.93737 -1.98023 -2.15527
C46 0.84522 -2.28099 -3.56370
C47 1.93281 -2.04446 -4.39161
N7 -0.22189 -2.15626 -1.27007
O8 -0.07240 -2.18516 -0.02100
O9 -1.37031 -2.22104 -1.74426
H64 3.99164 -1.29577 -4.44880
H65 3.98391 -0.45699 -2.15423
H66 2.13004 -0.92956 -0.68099
H67 -0.01819 -2.72890 -4.03306
H68 1.76313 -2.15162 -5.45281

Results
Energy relative to the best compared isomer or geometry (same formula, charge and spin) (kJ/mol): 613.2
Kohn-Sham gap (hartree): 0.189
Charge: +1
Lowest unoccupied orbital energy (Ha): -0.1741
Largest force on an atom (eV Å⁻¹): 5.90
HOMO level (eV): -9.876

***

- Among the records above, which one has the lowest Kohn-Sham gap?
  C47H68HfN7O9

***

- Which value of HOMO level does entry 2 give?
  -9.876 eV

***

- Which value of largest force on an atom does entry 2 give?
  5.90 eV Å⁻¹

***

- The lowest energy relative to the best compared isomer or geometry (same formula, charge and spin) belongs to which entry?
  C47H64AsN8OPPdS